# 1
DFT (ωB97M-V/def2-TZVPD) results for C7H10N2O2S in the gas phase in a non-equilibrium geometry.

Geometry as XYZ:
```
22
Properties=species:S:1:pos:R:3:forces:R:3:lowdin_charge:R:1
C -1.482185 -1.873913 1.215105 -3.1 2.9 -1.5 -0.073
S -1.951473 -0.118101 0.362897 -1.3 -0.9 0.9 0.731
C -2.151853 -0.599895 -1.373317 3.0 -2.5 -0.3 -0.157
O -3.222989 0.051189 1.035435 -0.1 -0.4 0.9 -0.369
N -2.119424 1.597924 -0.367643 -0.1 -0.9 -0.7 -0.036
C -2.175267 2.631946 0.219466 0.5 0.0 -1.3 -0.447
O -2.114936 3.738703 0.542593 -0.3 1.9 1.4 0.145
N -0.565572 0.537024 1.053492 -2.3 -1.2 1.5 -0.054
C 0.531597 0.918073 0.800099 3.9 0.4 -1.6 -0.095
C 1.751864 1.244350 0.475724 0.1 0.2 1.1 -0.178
C 2.691619 2.432490 0.409371 -1.9 -0.6 -2.0 -0.092
C 3.269525 1.069794 0.591816 -1.3 -2.0 1.3 -0.087
H -1.027933 -1.606954 2.113610 0.7 0.1 1.4 0.019
H -2.486710 -2.305199 1.301133 0.5 -0.1 0.1 0.057
H -0.897135 -2.322164 0.508708 1.8 -1.6 -1.5 -0.004
H -1.445088 0.108192 -1.785321 0.3 -0.3 -0.8 0.042
H -1.887945 -1.708662 -1.641459 -0.3 2.1 0.9 0.105
H -3.092396 -0.376768 -1.776478 -1.5 0.6 0.2 0.045
H 2.667956 3.106202 1.219434 0.1 0.7 0.7 0.089
H 2.415032 2.840855 -0.603020 1.6 -0.1 1.0 0.133
H 3.773789 0.476665 -0.160751 -0.1 0.4 -0.4 0.092
H 3.495167 0.615991 1.617539 0.1 1.5 -1.3 0.133
```
Forces are in eV/Å.

Values from the calculation:
energy = -930.6420 hartree
SMILES = CS(C)(=O)(N=C=O)N=C=C1CC1
max |F| = 4.55 eV Å⁻¹
multiplicity = 1
HOMO energy = -8.80 eV
orbital gap = 9.094 eV

=====

# 2
DFT (ωB97M-V/def2-TZVPD) results for C4H7NS in the gas phase in a non-equilibrium geometry.

Geometry as XYZ:
```
13
Properties=species:S:1:pos:R:3:forces:R:3:lowdin_charge:R:1
C -2.849991 0.377245 -0.597479 1.0 -0.2 0.3 -0.004
C -2.209112 -0.589147 0.104611 0.4 1.9 -1.3 -0.138
C -0.716413 -0.618173 0.468329 -0.7 0.3 0.1 -0.219
N -0.008171 0.662657 0.521256 -2.1 0.7 0.1 -0.080
C 1.261064 0.806145 0.166663 -0.7 0.6 0.7 -0.783
S 2.242047 -0.352457 -0.335212 1.2 -1.0 -0.6 0.639
H -2.342226 1.259388 -1.035356 -0.1 -0.6 0.6 0.059
H -3.911964 0.364484 -0.843053 0.2 -0.4 0.2 0.048
H -2.746356 -1.471503 0.376853 -0.3 -0.4 0.4 0.082
H -0.620375 -1.115574 1.432041 0.0 0.0 0.2 0.117
H -0.140836 -1.241509 -0.209457 -0.1 -0.1 -0.3 0.064
H -0.522730 1.528044 0.782976 0.5 -1.3 -0.2 0.156
H 1.555646 1.820963 0.357857 0.5 0.6 -0.2 0.060
```
Forces are in eV/Å.

Values from the calculation:
energy = -609.5157 hartree
SMILES = C=CCNC=S
max |F| = 2.35 eV Å⁻¹
multiplicity = 1
HOMO energy = -8.36 eV
orbital gap = 9.198 eV

=====

LUMO energy per entry: 0.2897, 0.8401 eV
Energy above the lowest of the compared OMol25 structures with the same formula, charge and spin per entry: 8.081, 1.164 eV